Record 1
{
  "formula": "C4H5F3O2",
  "method": "ωB97M-V/def2-TZVPD",
  "orbital_gap_ev": 10.18,
  "total_charge": 0,
  "smiles": "O=C[C@@H](O)C(F)(F)CF",
  "homo_ev": -9.9,
  "de_lowest_kj_mol": 230.9,
  "species": ["O", "C", "C", "O", "C", "F", "F", "C", "F", "H", "H", "H", "H", "H"],
  "coordinates": [[0.73001, -0.94044, 2.47862], [-0.24127, -0.75898, 1.73166], [-0.12280, 0.22526, 0.63808], [0.72634, 1.32573, 0.76007], [0.53090, -0.98304, -0.57491], [-0.21414, -2.07121, -0.50488], [1.73414, -1.30364, -0.10330], [0.46714, -0.24621, -1.84713], [0.55117, -0.96894, -2.98241], [-1.22150, -1.29057, 1.73232], [-1.00859, 0.44293, 0.00889], [1.26260, 1.27887, 1.53899], [1.44883, 0.39903, -1.79658], [-0.42594, 0.33016, -1.93186]],
  "nbo_charge": [-0.52, 0.37, -0.02, -0.69, 0.66, -0.32, -0.32, -0.03, -0.34, 0.15, 0.19, 0.50, 0.20, 0.18]
}

---

Record 2
{
  "formula": "C10H15NO2",
  "method": "ωB97M-V/def2-TZVPD",
  "orbital_gap_ev": 9.20,
  "total_charge": 0,
  "smiles": "Cc1ccc(O)cc1.CCC(N)=O",
  "homo_ev": -8.4,
  "de_lowest_kj_mol": 252.0,
  "species": ["C", "C", "C", "C", "C", "O", "C", "C", "H", "H", "H", "H", "H", "H", "H", "H", "C", "C", "C", "N", "O", "H", "H", "H", "H", "H", "H", "H"],
  "coordinates": [[1.84044, -2.19819, 0.96318], [1.91067, -0.66132, 1.24981], [2.51972, -0.12576, 2.43609], [2.54620, 1.26348, 2.72942], [1.75360, 2.01307, 1.82530], [1.62900, 3.37211, 1.97406], [1.15916, 1.54784, 0.67627], [1.22021, 0.17775, 0.41774], [1.49047, -2.40775, -0.12844], [1.11834, -2.52823, 1.70129], [2.78938, -2.69910, 0.83779], [3.31274, -0.64508, 2.99927], [3.14174, 1.75743, 3.45160], [1.85307, 3.60011, 2.91545], [0.80663, 2.15364, -0.29735], [0.88350, -0.25936, -0.44350], [-2.15804, 0.80069, -1.33529], [-3.29494, -0.23106, -1.42332], [-2.67891, -1.43398, -2.02824], [-2.06932, -1.33488, -3.23461], [-2.70342, -2.55619, -1.62757], [-1.88303, 1.32830, -2.17507], [-1.25121, 0.37834, -0.80655], [-2.34095, 1.69796, -0.65472], [-3.78133, -0.28609, -0.35565], [-4.21435, -0.01960, -2.07189], [-1.80357, -2.15239, -3.72163], [-1.79579, -0.55172, -3.87344]],
  "nbo_charge": [-0.63, -0.05, -0.19, -0.29, 0.30, -0.68, -0.28, -0.19, 0.21, 0.23, 0.22, 0.21, 0.22, 0.47, 0.23, 0.20, -0.63, -0.51, 0.66, -0.85, -0.60, 0.21, 0.22, 0.22, 0.25, 0.24, 0.40, 0.39]
}

---

Record 3
{
  "formula": "H18N2O10",
  "method": "ωB97M-V/def2-TZVPD",
  "orbital_gap_ev": 7.98,
  "total_charge": 0,
  "homo_ev": -9.7,
  "de_lowest_kj_mol": 251.9,
  "species": ["N", "H", "H", "H", "H", "N", "O", "O", "O", "O", "H", "H", "O", "H", "H", "O", "H", "H", "O", "H", "H", "O", "H", "H", "O", "H", "H", "O", "H", "H"],
  "coordinates": [[2.43970, 0.82473, 3.10350], [2.93070, 0.09273, 3.58450], [1.96770, 1.42773, 3.76450], [1.55270, 0.43173, 2.53350], [3.02970, 1.27773, 2.56650], [-0.12030, -0.06327, -0.42250], [0.74570, -0.46027, 0.34250], [-1.05930, 0.46773, 0.05050], [0.24970, 0.13573, -1.60150], [0.13070, 2.90073, 0.55950], [0.94870, 3.02673, 0.11050], [-0.19530, 2.02173, 0.52150], [-3.58630, 1.00173, -0.64850], [-2.56430, 0.95173, -0.25750], [-4.06230, 0.07073, -0.57150], [-0.48730, -1.12127, -3.84750], [-0.26930, -0.83727, -2.98650], [-1.31130, -0.69127, -4.15150], [3.36070, -1.27527, -0.50450], [3.48970, -1.90927, -1.27650], [2.54670, -1.10127, -0.36950], [-0.71030, 2.92573, -2.56450], [-0.31930, 1.98373, -2.53750], [-1.57730, 2.99373, -2.01550], [0.98470, -3.61227, 0.80550], [1.13670, -4.35027, 1.46150], [1.62470, -2.88927, 1.20050], [-3.51430, -1.62927, 1.25750], [-3.03130, -0.85427, 1.18750], [-4.33030, -1.74027, 0.70550]],
  "nbo_charge": [-0.85, 0.44, 0.45, 0.51, 0.43, 0.76, -0.59, -0.52, -0.54, -0.96, 0.47, 0.47, -1.01, 0.50, 0.46, -0.97, 0.48, 0.47, -0.96, 0.49, 0.47, -0.99, 0.50, 0.49, -0.92, 0.46, 0.46, -0.96, 0.48, 0.48]
}

---

Record 4
{
  "formula": "C11H13N2S",
  "method": "ωB97M-V/def2-TZVPD",
  "orbital_gap_ev": [7.07, 7.07],
  "total_charge": 1,
  "homo_ev": [-12.0, -12.0],
  "de_lowest_kj_mol": 565.4,
  "species": ["C", "C", "C", "C", "C", "C", "C", "C", "C", "C", "C", "N", "N", "S", "H", "H", "H", "H", "H", "H", "H", "H", "H", "H", "H", "H", "H"],
  "coordinates": [[2.98003, 0.49697, 0.86457], [2.75869, 0.80186, -0.50135], [2.19220, -0.41258, 1.53291], [1.75174, 0.05537, -1.15813], [1.33228, -1.23941, 0.87770], [-1.56806, -3.13211, -0.60507], [1.07622, -0.88908, -0.39189], [-2.25869, -0.43340, 0.23274], [-1.71147, 1.26785, -1.30635], [-0.89229, 1.54028, 0.99854], [-2.02639, 0.98456, 0.20871], [-0.56020, -2.51771, -0.70155], [0.10595, -1.59305, -1.09037], [-3.03874, -1.75976, 0.14610], [3.66732, 1.27792, 1.29749], [3.19307, 1.66340, -0.96361], [2.48389, -0.69238, 2.56729], [1.58782, 0.17416, -2.20208], [0.63029, -1.83278, 1.40356], [-1.79436, -4.16971, -0.50534], [-2.03996, 2.29271, -1.35300], [-2.36495, 0.59809, -1.90149], [-0.72011, 1.01829, -1.55182], [0.14726, 1.13651, 0.63048], [-0.98929, 1.35051, 2.04475], [-0.91083, 2.67583, 0.94784], [-3.03142, 1.33766, 0.47938]],
  "nbo_charge": [-0.19, -0.17, -0.19, -0.20, -0.22, -0.05, 0.06, -0.09, -0.54, -0.60, -0.38, 0.02, -0.11, 0.58, 0.24, 0.24, 0.24, 0.24, 0.22, 0.26, 0.24, 0.22, 0.22, 0.23, 0.23, 0.25, 0.25]
}

---

Record 5
{
  "formula": "C5H14NO",
  "method": "ωB97M-V/def2-TZVPD",
  "s_squared": 0.75,
  "orbital_gap_ev": [9.81, 6.56],
  "total_charge": 0,
  "multiplicity": 2,
  "homo_ev": [-9.2, -9.2],
  "de_lowest_kj_mol": 234.1,
  "species": ["C", "C", "C", "C", "C", "N", "H", "H", "H", "H", "H", "H", "H", "H", "H", "H", "H", "H", "H", "H", "O"],
  "coordinates": [[0.82368, -0.50047, 1.90934], [0.05957, 0.75500, 1.39507], [0.59881, 1.19973, 0.00192], [1.20288, 0.06477, -0.74612], [2.25838, 0.07255, -1.55936], [-2.90699, 0.27881, -1.02653], [0.37065, -1.41363, 1.56414], [0.68622, -0.54290, 2.99361], [1.88802, -0.34700, 1.74614], [0.10847, 1.55674, 2.13004], [-0.23504, 1.57144, -0.61465], [1.24250, 2.08541, 0.02421], [0.75650, -0.89991, -0.46076], [2.86679, 0.96625, -1.65012], [2.52909, -0.80610, -2.12901], [-1.01537, 0.57596, 1.33149], [-3.13326, 0.36338, -2.00032], [-2.29267, -0.50992, -0.87110], [-1.21729, -2.41994, -0.39809], [-3.74566, 0.43856, -0.51391], [-1.03903, -1.51650, -0.04967]],
  "lowdin_spin": [0.00, 0.00, 0.00, 0.04, 0.01, 0.01, 0.00, 0.00, 0.00, 0.00, 0.00, 0.00, 0.01, 0.00, 0.00, 0.00, 0.00, 0.00, 0.01, 0.00, 0.90]
}

---

Record 6
{
  "formula": "C33H45BN7PdS4",
  "method": "ωB97M-V/def2-TZVPD",
  "orbital_gap_ev": [6.54, 6.54],
  "total_charge": 1,
  "homo_ev": [-9.7, -9.7],
  "species": ["Pd", "C", "C", "C", "C", "N", "C", "C", "N", "B", "N", "C", "C", "N", "C", "S", "C", "C", "C", "C", "N", "C", "C", "N", "C", "S", "C", "C", "C", "C", "C", "S", "H", "H", "H", "H", "H", "H", "H", "H", "H", "H", "H", "H", "H", "H", "H", "H", "H", "H", "H", "H", "H", "H", "H", "H", "H", "H", "H", "H", "H", "H", "H", "H", "H", "H", "N", "S", "C", "C", "C", "C", "C", "C", "C", "C", "C", "C", "C", "C", "H", "H", "H", "H", "H", "H", "H", "H", "H", "H", "H"],
  "coordinates": [[0.24030, 0.28088, 0.22361], [2.69094, -4.19641, -1.20317], [3.33476, -2.94762, -1.80932], [3.96877, -2.12760, -0.69504], [4.41886, -3.32494, -2.82159], [2.25767, -2.20860, -2.54709], [1.62152, -2.81350, -3.61946], [0.65966, -1.97523, -4.04539], [0.70147, -0.85465, -3.25679], [-0.37329, 0.27553, -3.41114], [-1.65750, -0.07895, -2.61048], [-2.83640, 0.50288, -3.02158], [-3.82864, 0.02146, -2.25939], [-3.27073, -0.87539, -1.36624], [-1.92120, -0.91373, -1.57244], [-0.76279, -1.83705, -0.67759], [-4.08808, -1.68610, -0.40345], [-5.56320, -1.32518, -0.55887], [-3.91655, -3.16910, -0.73473], [-3.65072, -1.37911, 1.02056], [0.17945, 1.71991, -3.20342], [0.88163, 2.26394, -4.25403], [1.37513, 3.45243, -3.86450], [0.97162, 3.65483, -2.55746], [0.24344, 2.58160, -2.15472], [-0.51495, 2.39170, -0.61518], [1.34297, 4.86849, -1.75059], [2.19561, 4.43085, -0.56102], [2.16924, 5.80722, -2.62592], [0.07959, 5.61423, -1.31838], [1.67404, -1.01105, -2.34009], [1.96696, 0.21178, -1.14399], [3.44110, -4.75052, -0.63897], [2.28420, -4.85831, -1.96805], [1.87932, -3.91206, -0.52987], [4.77330, -2.72421, -0.26323], [3.25666, -1.89305, 0.09347], [4.40298, -1.20041, -1.06861], [5.22063, -3.85203, -2.30525], [4.83831, -2.43038, -3.28480], [4.04297, -3.97969, -3.60733], [1.90416, -3.78119, -3.98837], [-0.05080, -2.07523, -4.84788], [-0.69164, 0.24599, -4.57431], [-2.86576, 1.19179, -3.84782], [-4.88067, 0.21884, -2.30967], [-5.93390, -1.54142, -1.56187], [-5.75801, -0.27982, -0.31386], [-6.12901, -1.93782, 0.14120], [-4.22365, -3.36297, -1.76434], [-4.54784, -3.76286, -0.07253], [-2.88426, -3.48904, -0.60735], [-3.73334, -0.31176, 1.23465], [-2.61715, -1.68485, 1.14688], [-4.27491, -1.92988, 1.72529], [0.95722, 1.75938, -5.20124], [1.95113, 4.16752, -4.41722], [3.08247, 3.89797, -0.91031], [1.63783, 3.78469, 0.11199], [2.51986, 5.31242, -0.00663], [3.10503, 5.34922, -2.95051], [2.42187, 6.68310, -2.03085], [1.60843, 6.14905, -3.49739], [-0.53701, 5.01394, -0.65546], [-0.50813, 5.89679, -2.19415], [0.36777, 6.52532, -0.79299], [-0.99594, 0.22434, 1.98137], [-0.12052, 0.75887, 3.19622], [-1.20330, 0.82431, 4.62564], [-1.63901, 2.07129, 5.04707], [-2.53054, 2.15077, 6.10733], [-2.97851, 0.99115, 6.72404], [-2.53665, -0.25363, 6.28965], [-1.64059, -0.34318, 5.23626], [1.00288, -0.54405, 3.74182], [1.10999, -1.69040, 2.97656], [2.02211, -2.67024, 3.35270], [2.81334, -2.48603, 4.47686], [2.69804, -1.32362, 5.23357], [1.79133, -0.34294, 4.86639], [-1.57045, -0.57326, 2.22767], [-1.28483, 2.96637, 4.54945], [-2.87305, 3.11810, 6.45015], [-3.67260, 1.05556, 7.55181], [-2.88470, -1.15489, 6.77673], [-1.27707, -1.30871, 4.90432], [0.48426, -1.81629, 2.09931], [2.10751, -3.57729, 2.76773], [3.52152, -3.25019, 4.76925], [3.31539, -1.18150, 6.11060], [1.69269, 0.56341, 5.45382]],
  "lowdin_charge": [0.25, -0.02, -0.54, -0.08, -0.02, 0.02, -0.03, -0.03, 0.02, -0.56, 0.04, -0.04, -0.03, 0.02, -0.61, 0.69, -0.54, -0.05, -0.04, -0.05, 0.03, -0.04, -0.02, 0.02, -0.67, 0.67, -0.54, -0.04, -0.05, -0.04, -0.63, 0.68, 0.09, 0.08, 0.08, 0.09, 0.05, 0.07, 0.09, 0.10, 0.08, 0.12, 0.13, 0.12, 0.13, 0.12, 0.09, 0.09, 0.10, 0.10, 0.09, 0.04, 0.10, 0.01, 0.10, 0.13, 0.12, 0.09, 0.04, 0.09, 0.09, 0.10, 0.09, 0.03, 0.10, 0.09, -0.43, 1.04, -0.39, -0.08, -0.06, -0.06, -0.06, -0.07, -0.41, -0.10, -0.06, -0.07, -0.06, -0.08, -0.02, 0.11, 0.11, 0.11, 0.11, 0.12, 0.06, 0.11, 0.11, 0.11, 0.12]
}

---

Record 7
{
  "formula": "CH4BrNO2S",
  "method": "ωB97M-V/def2-TZVPD",
  "s_squared": 2.01,
  "orbital_gap_ev": [8.17, 8.06],
  "total_charge": 0,
  "multiplicity": 3,
  "homo_ev": [-7.9, -11.0],
  "de_lowest_kj_mol": 142.1,
  "species": ["C", "N", "O", "O", "S", "Br", "H", "H", "H", "H"],
  "coordinates": [[1.31630, -0.33044, -0.79436], [-1.05094, -0.08595, 0.05740], [-0.10962, -2.19109, -1.36567], [-0.91398, -0.05263, -2.30396], [-0.25908, -0.76708, -1.23712], [2.47587, -0.66534, -2.25008], [1.15396, 1.46799, -0.23980], [1.49680, -0.64843, 0.14057], [-2.08967, -0.03310, 0.02568], [-0.95594, -0.42449, 1.01589]],
  "lowdin_spin": [0.80, 0.04, 0.11, 0.01, 0.06, 0.19, 0.74, 0.04, 0.00, 0.00]
}

---

no.,largest force on an atom (eV Å⁻¹)
1,3.90
2,4.55
3,10.89
4,3.66
5,2.20
6,1.26
7,5.04